Here is a structure of composition C42H36N8O9PTb at a distorted geometry from the OMol25 dataset. Energies are from the ωB97M-V functional and the def2-TZVPD basis.

- spin multiplicity = 7
- expectation value of S² = 12.66
- energy relative to the best compared isomer or geometry (same formula, charge and spin) (eV) = 0.000
- frontier orbital gap (alpha / beta) (eV) = 8.3 / 8.3

Structure (XYZ):
```
97
Properties=species:S:1:pos:R:3:forces:R:3
Tb 0.35379 0.06080 -0.02210 0.1 -0.3 0.8
C 2.12273 3.93331 0.51787 0.0 -0.1 0.1
C 1.10876 3.62781 -0.51809 0.2 0.0 0.1
N 0.44922 2.49391 -0.63027 0.0 0.0 -0.2
C -0.38833 2.62017 -1.70828 -0.1 0.5 -0.5
C -0.22042 3.87829 -2.25732 -0.2 -0.6 0.0
N 0.72625 4.49518 -1.47631 -0.2 -0.3 -0.1
C -0.77806 4.61626 -3.42155 0.0 0.0 0.2
O -1.62776 3.97170 -4.17965 -0.2 -0.3 0.0
O -0.42453 5.76111 -3.61033 0.0 -0.1 0.0
C -1.35843 1.51758 -2.07492 -0.1 1.3 -0.8
O -2.12746 1.72286 -3.02871 0.1 -0.1 0.1
O -1.34830 0.49342 -1.35029 -0.4 -0.2 -0.1
H 2.39205 3.00175 1.01274 0.0 0.0 0.0
H 1.72112 4.63389 1.24955 0.0 0.1 0.1
H 3.01226 4.37055 0.06915 0.1 0.0 0.0
H 1.04397 5.43889 -1.64818 0.0 -0.1 0.0
H -1.85237 3.03523 -3.81727 0.2 0.4 0.1
O 1.89972 -2.01262 2.07975 0.0 -0.1 0.1
N 0.52179 -1.92044 1.99542 0.4 0.2 -0.1
C -0.04934 -2.83695 2.67456 1.1 0.1 0.0
C -1.47208 -3.03226 2.87495 -0.8 0.0 -0.1
C -1.81783 -3.91839 3.90384 0.2 0.0 0.0
C -3.13160 -4.19488 4.21726 -0.1 0.0 0.0
C -4.14078 -3.57157 3.50117 0.0 -0.1 0.1
C -3.81387 -2.69097 2.48829 -0.1 0.0 -0.1
C -2.49489 -2.41379 2.13891 0.4 0.0 0.1
P -2.11497 -1.32071 0.68976 -1.4 -0.8 0.2
C -2.78542 -2.38835 -0.65111 0.4 0.1 -0.1
C -4.11308 -2.78843 -0.77475 0.1 0.0 0.0
C -4.49934 -3.58886 -1.83367 -0.2 0.0 0.0
C -3.58080 -3.97931 -2.79469 0.1 0.0 -0.1
C -2.26032 -3.58185 -2.68247 -0.1 -0.1 -0.1
C -1.86776 -2.80207 -1.61018 0.1 0.1 0.1
C -3.50669 -0.15870 0.91035 0.1 0.2 0.0
C -4.26769 0.26221 -0.17721 0.0 -0.1 0.1
C -5.34288 1.11502 0.01601 0.0 0.0 -0.1
C -5.65106 1.57286 1.28905 0.0 0.1 0.0
C -4.85862 1.20500 2.36694 -0.1 0.0 0.0
C -3.78673 0.35031 2.17760 0.0 0.0 -0.2
H 2.28212 -1.24931 1.56140 -0.4 -0.4 0.4
H 0.58675 -3.54453 3.21319 0.1 0.2 -0.1
H -1.02874 -4.39056 4.47249 0.1 0.0 0.0
H -3.36750 -4.88472 5.01424 0.0 0.0 0.0
H -5.17740 -3.77102 3.73174 -0.1 0.0 0.0
H -4.61483 -2.19592 1.96290 -0.1 0.0 0.0
H -4.85556 -2.47118 -0.05920 -0.1 0.0 0.0
H -5.52983 -3.90093 -1.91530 -0.1 0.0 0.0
H -3.89508 -4.58622 -3.62936 -0.1 -0.1 -0.1
H -1.52997 -3.87077 -3.42403 0.0 -0.1 -0.1
H -0.83282 -2.50583 -1.51310 0.0 0.0 0.0
H -4.00929 -0.07761 -1.16895 0.0 0.0 -0.1
H -5.94016 1.41480 -0.83237 -0.1 0.1 -0.1
H -6.50074 2.22193 1.43767 -0.1 0.1 0.0
H -5.08893 1.56815 3.35838 0.0 0.1 0.1
H -3.16603 0.06510 3.01732 0.0 -0.1 0.1
O 1.12471 -1.94041 -0.79330 0.3 0.5 -0.8
N 1.76638 -2.01588 -1.91819 0.0 -0.2 0.1
N 1.88593 -0.92700 -2.56255 -0.5 -0.4 1.0
O 1.42077 0.21797 -2.15750 -0.2 -0.3 0.5
C 2.55350 -0.98396 -3.80605 0.6 0.0 -1.1
C 2.79773 -2.20927 -4.41988 -0.1 0.1 0.1
C 3.44974 -2.23695 -5.63831 0.0 0.0 0.0
C 3.86014 -1.05747 -6.24152 0.0 0.0 -0.1
C 3.59478 0.15807 -5.63415 0.0 -0.1 -0.1
C 2.93877 0.20232 -4.41788 -0.2 0.0 0.4
H 2.47870 -3.11385 -3.92846 0.0 -0.1 -0.1
H 3.63357 -3.18176 -6.12731 0.0 -0.1 0.0
H 4.38343 -1.08661 -7.18572 0.0 0.0 -0.1
H 3.89571 1.07736 -6.11261 0.0 0.1 0.0
H 2.72852 1.13573 -3.91829 0.0 0.0 0.0
C 0.18046 1.96462 4.49787 0.3 -0.3 0.1
O -0.84660 2.61623 3.75019 -0.2 -0.1 -0.3
C -1.05337 2.17224 2.50072 -0.2 0.5 0.0
O -0.49975 1.20412 2.01162 0.3 -0.3 0.1
N -1.95605 2.95759 1.87883 -0.2 0.3 -0.1
N -2.28203 2.74236 0.54012 -0.1 0.1 0.2
H 0.16994 2.44255 5.47691 0.0 -0.1 -0.1
H 1.15079 2.10256 4.01359 -0.1 0.0 0.1
H -0.02083 0.89470 4.58589 0.0 0.1 0.0
H -2.43677 3.65990 2.43281 0.2 -0.2 -0.1
H -2.21253 3.60655 0.01140 0.1 -0.1 0.2
H -3.20512 2.33214 0.42671 0.1 0.1 0.2
N 10.34785 -0.21058 2.37185 0.3 0.0 0.0
C 9.25126 -0.07253 2.06178 0.7 -0.1 0.2
C 7.89156 0.07610 1.72003 -1.0 0.1 -0.3
C 7.17857 -1.02020 1.22294 0.2 0.2 0.1
C 5.83693 -0.89369 0.94698 -0.1 0.1 0.0
C 5.17570 0.32212 1.16359 0.5 -0.1 0.1
C 5.90529 1.42363 1.62400 -0.2 -0.1 -0.1
C 7.24852 1.30449 1.90226 0.2 -0.2 0.0
C 3.77876 0.40530 0.94342 -0.7 0.2 0.0
C 2.56320 0.45599 0.80696 0.9 0.4 0.2
H 7.68679 -1.96079 1.05794 0.0 0.0 0.0
H 5.27819 -1.73510 0.56429 -0.1 0.0 0.0
H 5.40306 2.37103 1.76431 0.0 0.0 0.0
H 7.81039 2.15607 2.26175 0.0 0.0 0.0
```
Positions in Å, forces in eV/Å.